Density functional theory data (ωB97M-V/def2-TZVPD) for an isolated ion of composition C5H10NO and charge +1 at a distorted geometry.

Geometry (Å):
1 N -1.648 -0.203 1.659
2 C -1.184 0.268 0.396
3 C -0.290 1.228 0.049
4 C 0.649 0.984 -1.159
5 C 1.147 -0.476 -1.344
6 C 1.723 -1.121 -0.040
7 O 1.229 -0.822 1.053
8 H -2.544 -0.744 1.730
9 H -1.900 0.457 2.367
10 H -1.095 -0.751 2.257
11 H -1.634 -0.382 -0.429
12 H -0.492 2.208 0.563
13 H 1.373 1.760 -1.001
14 H 0.118 1.249 -2.110
15 H 1.770 -0.749 -2.255
16 H 0.247 -1.029 -1.496
17 H 2.531 -1.878 -0.239

HOMO ... -12.95 eV
LUMO level ... -3.9236 eV
Molar mass ... 100.14 g mol⁻¹
Net charge ... +1
Frontier orbital gap ... 9.0295 eV
Energy above the lowest of the compared OMol25 structures with the same formula, charge and spin ... 3.745 eV

Here are the Löwdin charges for atoms 1 to 4, given in e: number 1, N, carries 0.196; number 2, C, carries -0.148; number 3, C, carries -0.029; number 4, C, carries -0.148

---

Density functional theory data (ωB97M-V/def2-TZVPD) for C24H65BF4N5O7Pd as an isolated structure at a distorted geometry.

Geometry (Å):
1 Pd 2.595 1.331 2.099
2 B 0.301 -0.387 0.247
3 F 0.513 -0.524 -1.106
4 F 1.516 -0.036 0.818
5 F -0.459 0.703 0.419
6 F -0.172 -1.498 0.760
7 C -2.395 -4.103 1.234
8 C -2.156 -3.610 2.651
9 O -1.453 -2.437 2.807
10 H -3.296 -3.545 0.978
11 H -2.617 -5.170 1.259
12 H -1.594 -3.901 0.523
13 H -1.588 -4.365 3.195
14 H -3.079 -3.588 3.230
15 H -1.278 -2.065 1.939
16 C 6.971 -2.275 2.453
17 O 5.579 -2.050 2.744
18 C 4.724 -2.744 1.953
19 C 3.424 -1.884 1.764
20 N 3.547 -0.671 2.536
21 C 2.998 -0.695 3.939
22 C 1.511 -0.523 4.094
23 O 1.101 0.686 3.612
24 C -0.270 0.869 3.927
25 H 7.237 -1.800 1.508
26 H 7.185 -3.343 2.391
27 H 7.529 -1.852 3.288
28 H 4.379 -3.673 2.407
29 H 5.109 -3.120 1.005
30 H 2.393 -2.207 1.911
31 H 3.320 -1.611 0.714
32 H 4.499 -0.791 2.851
33 H 3.470 0.114 4.495
34 H 3.266 -1.653 4.385
35 H 1.212 -0.945 5.053
36 H 1.113 -1.302 3.444
37 H -0.702 0.612 4.894
38 H -0.937 0.369 3.224
39 H -0.555 1.864 3.585
40 C -5.101 1.931 -0.568
41 C -4.108 0.566 -0.797
42 C -4.432 -0.334 -2.069
43 O -5.756 -0.996 -2.004
44 C -5.814 -2.148 -1.184
45 N -2.686 0.884 -0.791
46 H -6.170 1.806 -0.744
47 H -4.897 2.554 -1.438
48 H -4.923 2.610 0.265
49 H -4.249 -0.025 0.107
50 H -3.646 -1.067 -2.250
51 H -4.435 0.267 -2.978
52 H -6.691 -2.183 -0.537
53 H -5.007 -2.267 -0.462
54 H -5.769 -3.121 -1.673
55 H -2.025 0.184 -0.486
56 H -2.267 1.251 -1.634
57 C -0.719 3.741 -3.111
58 C -1.333 4.589 -1.995
59 C -2.688 5.315 -2.221
60 O -2.788 6.469 -1.418
61 C -3.859 7.235 -1.750
62 N -1.463 3.796 -0.716
63 H -0.269 4.443 -3.814
64 H -1.436 3.134 -3.663
65 H 0.050 3.103 -2.676
66 H -0.593 5.337 -1.709
67 H -3.523 4.636 -2.048
68 H -2.554 5.532 -3.281
69 H -4.773 6.742 -1.416
70 H -4.062 7.553 -2.773
71 H -3.796 8.185 -1.220
72 H -1.784 4.326 0.082
73 H -1.919 2.907 -0.857
74 C 2.048 -5.366 -2.441
75 C 1.416 -4.049 -2.737
76 C 0.092 -3.927 -2.000
77 O -0.785 -4.929 -2.449
78 C -1.580 -4.529 -3.532
79 N 2.327 -3.010 -2.329
80 H 2.664 -5.247 -1.550
81 H 2.790 -5.777 -3.126
82 H 1.255 -6.078 -2.214
83 H 1.074 -4.147 -3.767
84 H -0.371 -2.958 -2.185
85 H 0.311 -4.031 -0.938
86 H -2.175 -5.345 -3.943
87 H -1.101 -4.193 -4.451
88 H -2.309 -3.782 -3.215
89 H 3.065 -3.472 -1.817
90 H 1.958 -2.293 -1.721
91 C 2.565 4.636 1.165
92 C 1.613 3.577 0.502
93 C 2.383 2.661 -0.414
94 O 3.445 1.899 0.265
95 C 4.073 0.907 -0.600
96 N 1.003 2.803 1.540
97 H 2.726 5.455 0.464
98 H 3.453 4.151 1.569
99 H 2.087 5.096 2.031
100 H 0.893 4.176 -0.057
101 H 2.737 3.233 -1.271
102 H 1.651 1.911 -0.715
103 H 4.866 0.311 -0.149
104 H 4.327 1.295 -1.587
105 H 3.323 0.175 -0.900
106 H 0.278 2.278 1.073
107 H 0.443 3.434 2.096

HOMO (alpha / beta) ... -3.36 / -8.71 eV
LUMO level (alpha / beta) ... 0.5216 / -0.7872 eV
Molar mass ... 729.04 g mol⁻¹
Multiplicity ... 4
Net charge ... 0
Frontier orbital gap (alpha / beta) ... 3.8836 / 7.9190 eV

Here are the Löwdin charges for atoms 1 to 4, given in e: number 1, Pd, carries 1.000; number 2, B, carries -1.513; number 3, F, carries 0.160; number 4, F, carries 0.077

---

Density functional theory data (ωB97M-V/def2-TZVPD) for the molecule C2H2Cl2F2 at a distorted geometry.

Geometry (Å):
1 F -0.042 1.518 0.555
2 C 0.239 0.586 -0.424
3 F 0.371 1.230 -1.582
4 Cl 1.627 -0.249 0.040
5 C -1.033 -0.284 -0.483
6 Cl -1.362 -1.268 0.931
7 H -1.825 0.299 -0.547
8 H -0.868 -1.056 -1.271

HOMO ... -11.29 eV
LUMO level ... 0.8051 eV
Molar mass ... 134.94 g mol⁻¹
Net charge ... 0
Frontier orbital gap ... 12.0917 eV
Energy above the lowest of the compared OMol25 structures with the same formula, charge and spin ... 0.159 eV

Here are the Löwdin charges for atoms 1 to 4, given in e: number 1, F, carries -0.004; number 2, C, carries -1.054; number 3, F, carries 0.071; number 4, Cl, carries 0.815

---

Density functional theory data (ωB97M-V/def2-TZVPD) for C6H12O2 as an isolated structure.

Geometry (Å):
1 C 0.366 -0.453 -0.722
2 C 1.019 0.299 0.929
3 C -0.715 0.420 -0.723
4 C 1.390 -0.549 -1.803
5 C 0.589 0.666 2.305
6 C -1.852 0.439 0.236
7 O 0.698 -1.011 0.495
8 O -1.073 -1.435 -1.811
9 H -1.598 -1.940 -1.174
10 H 2.011 0.616 0.620
11 H -0.776 1.099 -1.564
12 H 1.655 -1.598 -1.919
13 H 2.290 0.013 -1.541
14 H 0.985 -0.187 -2.745
15 H 0.945 1.668 2.548
16 H -0.491 0.639 2.447
17 H 1.024 -0.037 3.030
18 H -1.802 -0.390 0.937
19 H -1.886 1.381 0.790
20 H -2.778 0.363 -0.336

HOMO (alpha / beta) ... -7.55 / -7.32 eV
LUMO level (alpha / beta) ... 0.4810 / 0.3800 eV
Molar mass ... 116.16 g mol⁻¹
Net charge ... 0
Frontier orbital gap (alpha / beta) ... 8.0264 / 7.7028 eV
Energy above the lowest of the compared OMol25 structures with the same formula, charge and spin ... 5.892 eV

Here are the Löwdin charges for atoms 1 to 4, given in e: number 1, C, carries -0.439; number 2, C, carries -0.172; number 3, C, carries -0.039; number 4, C, carries -0.001